Version a
Density functional theory data (ωB97M-V/def2-TZVPD) for 2 unconnected molecules or ions with the total composition C3H3N3O.

Computed properties:
LUMO (alpha / beta): -1.730 / -1.088 eV
highest occupied orbital energy (alpha / beta): -11.1 / -9.5 eV
2S+1: 1
Kohn-Sham gap (alpha / beta): 9.33 / 8.41 eV

Geometry (Å):
C -0.97754 -0.00724 1.07742
C 0.39404 -1.29362 -0.40420
C 0.35569 -0.26716 0.51927
N -1.86514 -0.09187 1.80725
N 0.47299 -2.17303 -1.10721
N -0.59185 1.07713 -1.18542
O 1.46820 0.44221 0.81013
H 0.34503 0.97011 -1.49493
H -1.07001 0.26455 -1.58646
H 1.46859 1.07892 1.56415

Results of the Mulliken charge analysis, in e, for atoms 1 through 6: number 1, C, carries 0.253; number 2, C, carries 0.365; number 3, C, carries 0.146; number 4, N, carries -0.395; number 5, N, carries -0.327; number 6, N, carries -0.535

Version b
Density functional theory data (ωB97M-V/def2-TZVPD) for a single C3H3N3O molecule.

Computed properties:
LUMO: -0.528 eV
highest occupied orbital energy: -10.1 eV
2S+1: 1
Kohn-Sham gap: 9.62 eV

Geometry (Å):
O 1.75860 -0.95496 -0.80473
C 1.10054 -0.55927 0.11597
N 0.05111 -1.36746 0.56847
C -1.00108 -0.82435 0.06414
C -1.04602 0.62319 -0.16173
N -0.07287 1.40631 0.16615
N 1.08474 0.77077 0.55597
H -1.81415 -1.47967 -0.23875
H -1.95893 1.09554 -0.49808
H 1.89806 1.28990 0.23259

Results of the Mulliken charge analysis, in e, for atoms 1 through 6: number 1, O, carries -0.514; number 2, C, carries 0.644; number 3, N, carries -0.436; number 4, C, carries -0.080; number 5, C, carries -0.095; number 6, N, carries -0.467

Version c
Density functional theory data (ωB97M-V/def2-TZVPD) for a molecular structure, C3H3N3O.

Computed properties:
LUMO: 0.637 eV
highest occupied orbital energy: -9.8 eV
2S+1: 1
Kohn-Sham gap: 10.39 eV

Geometry (Å):
N 0.31574 1.52731 -1.44852
C 0.38053 0.44579 -0.83310
N -2.15893 0.66715 1.57699
N -1.47600 0.26115 2.34052
O -0.63919 -0.54867 -0.63505
C 0.34367 -1.22790 0.09227
C 1.34556 -0.35728 -0.05010
H -0.61388 1.66921 -1.84519
H 0.12536 -2.17970 0.55898
H 2.37715 -0.25706 0.24321

Results of the Mulliken charge analysis, in e, for atoms 1 through 6: number 1, N, carries -0.624; number 2, C, carries 0.612; number 3, N, carries 0.040; number 4, N, carries -0.040; number 5, O, carries -0.372; number 6, C, carries -0.124

Version d
Density functional theory data (ωB97M-V/def2-TZVPD) for a single C3H3N3O molecule.

Computed properties:
LUMO: -0.716 eV
highest occupied orbital energy: -9.6 eV
2S+1: 1
Kohn-Sham gap: 8.88 eV

Geometry (Å):
N 2.01566 0.02963 0.86041
C 1.24824 0.73093 0.21705
N 0.47439 1.42543 -0.45470
N -0.12691 0.60042 -1.41369
C -0.78397 -0.35701 -0.87792
C -1.39851 -0.39244 0.49934
O -1.55366 0.56653 1.21405
H 2.98941 0.14512 0.59774
H -1.03614 -1.18646 -1.53021
H -1.83810 -1.37487 0.74889

Results of the Mulliken charge analysis, in e, for atoms 1 through 6: number 1, N, carries -0.537; number 2, C, carries 0.623; number 3, N, carries -0.395; number 4, N, carries -0.248; number 5, C, carries -0.044; number 6, C, carries 0.049

Which is the most stable structure? version c is the most stable.

Version a
Density functional theory data (ωB97M-V/def2-TZVPD) for 2 unconnected molecules or ions with the total composition C4H13N2O2.

Computed properties:
LUMO: -3.091 eV
highest occupied orbital energy: -13.1 eV
2S+1: 1
net charge: +1
Kohn-Sham gap: 10.04 eV

Geometry (Å):
O -2.48237 -1.70741 -1.61421
C -2.30199 -1.45856 -0.45553
C -1.03218 -0.67071 -0.02776
C 0.32271 -1.33693 -0.31440
C 1.38339 -0.31759 -0.69499
N 1.71385 0.51276 0.57537
N -0.92426 -0.52147 1.46650
H -3.00596 -1.63966 0.33407
H -1.03885 0.36276 -0.48460
H 0.11879 -1.85611 -1.28060
H 0.60628 -1.99272 0.54686
H 1.08909 0.38007 -1.57298
H 2.31024 -0.77926 -1.09868
H 1.28988 0.04070 1.39653
H 1.24759 1.44258 0.53137
H 2.70172 0.75584 0.72447
H -1.04233 -1.42500 1.90415
H -1.70997 0.06345 1.75432
H -0.09580 3.60492 0.05123
H 0.44521 3.59309 -1.23898
O 0.40497 2.94924 -0.50215

Results of the Mulliken charge analysis, in e, for atoms 1 through 6: number 1, O, carries -0.418; number 2, C, carries -0.214; number 3, C, carries 0.392; number 4, C, carries -0.832; number 5, C, carries -0.593; number 6, N, carries -0.247

Version b
Density functional theory data (ωB97M-V/def2-TZVPD) for a molecular structure, C4H13N2O2.

Computed properties:
LUMO: -6.430 eV
highest occupied orbital energy: -14.6 eV
2S+1: 1
net charge: +1
Kohn-Sham gap: 8.15 eV

Geometry (Å):
O 1.35642 1.09458 1.65870
C 1.07067 0.01697 1.13268
N 1.48682 -1.18437 1.71373
C 0.21048 -0.02531 -0.03225
N 1.23595 1.69349 -0.62210
C -1.70417 1.33183 -1.20956
C -1.11149 0.65903 0.04950
H 1.22061 -1.24091 2.69478
H 2.51348 -1.12788 1.65435
H 0.39181 -0.83202 -0.73961
H 1.69385 1.21880 -1.38560
H 1.38298 2.69393 -0.72512
H 1.49164 1.61711 0.64906
H -1.70491 2.40825 -1.04450
H -1.01254 1.22796 -2.04426
H -2.69245 0.97799 -1.48250
H -1.80565 0.03295 0.62921
H -0.99133 1.53271 0.69108
H -1.17945 -4.15622 -1.28178
H -0.73308 -4.28922 0.15299
O -1.11963 -3.64967 -0.45880

Results of the Mulliken charge analysis, in e, for atoms 1 through 6: number 1, O, carries -0.379; number 2, C, carries 0.369; number 3, N, carries -0.467; number 4, C, carries -0.243; number 5, N, carries -0.708; number 6, C, carries -1.105

Version c
Density functional theory data (ωB97M-V/def2-TZVPD) for 2 unconnected molecules or ions with the total composition C4H13N2O2.

Computed properties:
LUMO: -2.858 eV
highest occupied orbital energy: -14.6 eV
2S+1: 1
net charge: +1
Kohn-Sham gap: 11.71 eV

Geometry (Å):
N -1.92288 -2.68573 -0.27472
C -0.86424 -1.86893 -0.39147
O -0.95324 -0.91364 -1.38071
O 0.11625 -1.89482 0.31198
H -2.74471 -2.61840 -0.84697
H -1.89534 -3.38855 0.44536
H -1.52119 -1.21664 -2.10086
C 1.49133 2.14762 1.71658
C 0.57028 1.62334 0.63977
C 0.11844 2.68977 -0.34449
N 1.31075 0.55822 -0.13357
H 1.79310 1.36323 2.41908
H 2.38983 2.60743 1.30730
H 0.99043 2.91097 2.29809
H -0.27451 1.10369 1.08824
H 0.99279 3.14780 -0.80045
H -0.42107 3.46903 0.18384
H -0.51708 2.27337 -1.12346
H 1.58753 -0.21994 0.46983
H 0.72884 0.11922 -0.85621
H 2.14874 0.94786 -0.56867

Results of the Mulliken charge analysis, in e, for atoms 1 through 6: number 1, N, carries -0.390; number 2, C, carries 0.786; number 3, O, carries -0.528; number 4, O, carries -0.580; number 5, H, carries 0.175; number 6, H, carries 0.240

Which is the most stable structure? version c is the most stable.

Version a
Density functional theory data (ωB97M-V/def2-TZVPD) for a molecular structure, C2H2N2O4.

Computed properties:
LUMO: 0.078 eV
highest occupied orbital energy: -10.2 eV
2S+1: 1
Kohn-Sham gap: 10.28 eV

Geometry (Å):
C -0.16505 -0.40312 -0.53553
C -0.33500 0.71344 1.25104
H 0.32165 -0.38875 -3.66565
H 1.37500 -0.20775 2.21289
N -0.35443 -0.28737 -1.78234
N 0.94075 0.22734 1.27057
O 0.62999 -0.97942 -2.60958
O 0.85683 -0.86341 0.20486
O -0.65706 1.31339 2.28593
O -1.17983 0.42379 0.21156

Results of the Mulliken charge analysis, in e, for atoms 1 through 6: number 1, C, carries 0.626; number 2, C, carries 0.506; number 3, H, carries 0.414; number 4, H, carries 0.348; number 5, N, carries -0.273; number 6, N, carries -0.143

Version b
Density functional theory data (ωB97M-V/def2-TZVPD) for 2 unconnected molecules or ions with the total composition C2H2N2O4.

Computed properties:
LUMO: -0.745 eV
highest occupied orbital energy: -9.6 eV
2S+1: 1
Kohn-Sham gap: 8.85 eV

Geometry (Å):
C -0.53320 -0.10661 1.03644
C 0.40062 1.04678 -0.53026
H -0.31907 0.34940 2.87931
H 0.01309 -1.84934 -2.34081
N -0.58565 -0.99017 0.17514
N -0.02897 -0.20171 -1.02656
O -1.12412 -0.15791 2.23907
O 0.90923 -0.82542 -1.85099
O 1.06250 1.67147 -1.41333
O 0.20556 1.06350 0.83199

Results of the Mulliken charge analysis, in e, for atoms 1 through 6: number 1, C, carries 0.569; number 2, C, carries 0.434; number 3, H, carries 0.417; number 4, H, carries 0.414; number 5, N, carries -0.310; number 6, N, carries 0.293

Version c
Density functional theory data (ωB97M-V/def2-TZVPD) for 2 unconnected molecules or ions with the total composition C2H2N2O4.

Computed properties:
LUMO (alpha / beta): -1.541 / -1.541 eV
highest occupied orbital energy (alpha / beta): -10.5 / -10.5 eV
2S+1: 1
Kohn-Sham gap (alpha / beta): 8.98 / 8.98 eV

Geometry (Å):
C -0.08013 -0.15397 -0.07673
C 0.53476 -1.29026 0.08519
N 0.70057 -1.65132 2.13066
N 1.12918 -2.29331 -0.74031
O 0.32577 -0.72462 2.73664
O 2.33617 -2.30116 -0.81332
O 1.01185 -2.76181 2.33715
O 0.36715 -2.99714 -1.35857
H -0.27396 0.25624 -0.97758
H -0.36472 0.51600 0.66330

Results of the Mulliken charge analysis, in e, for atoms 1 through 6: number 1, C, carries -0.841; number 2, C, carries 0.403; number 3, N, carries 0.754; number 4, N, carries 0.930; number 5, O, carries -0.447; number 6, O, carries -0.497

Which is the most stable structure? version a is the most stable.

Version a
Density functional theory data (ωB97M-V/def2-TZVPD) for a molecular structure, H22O11.

Computed properties:
LUMO: -0.476 eV
highest occupied orbital energy: -10.6 eV
2S+1: 1
Kohn-Sham gap: 10.16 eV

Geometry (Å):
O -1.16856 -2.54086 -0.15393
H -2.06582 -2.50995 -0.23445
H -0.77743 -2.05370 -0.90608
O 0.25921 0.17701 -0.92156
H 0.01913 0.71730 -0.07303
H 0.83532 -0.46217 -0.79724
O -0.44258 2.67449 0.71585
H -1.33815 2.39707 0.39965
H -0.23609 2.96106 -0.21565
O 3.59942 0.32671 -1.40911
H 3.74386 1.08462 -0.83415
H 3.43404 -0.20845 -0.64559
O -2.25614 1.56846 0.17071
H -2.64748 2.15162 -0.56867
H -3.08435 1.04797 0.62244
O 0.60427 1.43426 -3.50365
H 0.20983 0.82472 -4.15209
H 0.41546 1.11074 -2.73460
O -1.03009 2.04822 3.42624
H -0.33594 2.17706 4.04490
H -0.68946 1.92120 2.56518
O -0.61155 -1.89671 -2.91067
H -1.59652 -1.93234 -2.79727
H -0.45752 -1.23332 -3.68417
O 2.79497 -1.67277 0.27990
H 3.54731 -2.11055 0.23568
H 2.37206 -1.95879 1.07756
O 0.90392 -1.68459 2.68543
H 1.52662 -1.27292 3.33347
H 0.35916 -0.89932 2.37777
O -1.72126 -0.77146 1.78259
H -1.70266 -1.13740 0.76734
H -2.46295 -0.27721 2.05721

Results of the Mulliken charge analysis, in e, for atoms 1 through 6: number 1, O, carries -0.672; number 2, H, carries 0.267; number 3, H, carries 0.338; number 4, O, carries -0.512; number 5, H, carries 0.265; number 6, H, carries 0.297

Version b
Density functional theory data (ωB97M-V/def2-TZVPD) for 11 unconnected molecules or ions with the total composition H22O11.

Computed properties:
LUMO: -0.381 eV
highest occupied orbital energy: -10.9 eV
2S+1: 1
Kohn-Sham gap: 10.51 eV

Geometry (Å):
O 4.41390 -2.31632 -2.85193
H 4.33957 -1.45235 -2.44662
H 5.27578 -2.31271 -3.26832
O 3.92641 1.29648 -1.86420
H 3.37816 1.68048 -1.17994
H 4.51661 2.00386 -2.12400
O -2.96700 -2.55766 3.93409
H -2.44013 -3.35287 4.01328
H -2.38736 -1.92734 3.50637
O -3.86394 3.18043 1.80974
H -3.95304 4.01073 2.27762
H -3.14624 2.72993 2.25492
O -0.60475 1.75518 3.32043
H -0.85139 1.56402 4.22534
H -0.37167 2.68355 3.32622
O 0.52679 3.84462 -0.34534
H 0.25494 3.64277 0.54997
H -0.28038 4.10714 -0.78782
O 0.61124 -0.68848 0.23824
H 0.38032 -0.22958 -0.56943
H 0.41054 -0.06365 0.93505
O -4.27824 0.44909 -1.24620
H -3.70586 0.77064 -1.94278
H -4.25389 1.13554 -0.57954
O -1.44633 1.38002 -3.44229
H -1.16566 2.29134 -3.52571
H -1.26858 0.99468 -4.30028
O 3.45020 -4.16462 0.66296
H 3.05466 -3.49772 0.10169
H 3.84602 -4.78741 0.05329
O -0.65631 -4.22616 0.05159
H -0.39304 -3.30930 -0.02770
H -0.35118 -4.63439 -0.75865

Results of the Mulliken charge analysis, in e, for atoms 1 through 6: number 1, O, carries -0.635; number 2, H, carries 0.323; number 3, H, carries 0.305; number 4, O, carries -0.617; number 5, H, carries 0.315; number 6, H, carries 0.310

Which is the most stable structure? version b is the most stable.